Entry from the OMol25 dataset: a cluster of 2 separate species, C4H9N2O2 in total in a non-equilibrium geometry (the ωB97M-V functional and the def2-TZVPD basis).

Each line ends with the Löwdin charge.
Element x y z (Å)
1 H -0.030 2.565 0.426  0.151
2 C -0.731 0.617 -0.671  -0.084
3 N 0.714 0.769 1.284  0.211
4 H -1.446 1.369 -1.078  0.150
5 N -0.316 -1.221 0.926  0.094
6 H 1.528 -1.122 1.825  0.171
7 C 0.026 1.459 0.419  -0.085
8 C -1.348 -0.431 0.161  -0.115
9 C 0.710 -0.568 1.350  -0.150
10 H 0.000 0.424 -1.457  0.118
11 O 2.291 0.947 -1.295  -0.077
12 H 2.450 -0.944 -1.088  0.120
13 H -1.774 -1.112 -0.561  0.134
14 H 2.756 1.753 -0.888  0.150
15 O 2.401 -0.234 -0.426  -0.085
16 H -2.052 -0.226 0.935  0.137
17 H -0.435 -2.126 1.319  0.161

Atomic forces in eV per Å
H 0.3 -0.9 -0.1
C 0.2 3.1 1.5
N -0.3 -1.7 -1.2
H 0.1 -0.9 0.3
N -1.1 0.7 -2.2
H -0.5 0.6 0.3
C 0.1 2.5 0.0
C 0.1 -3.6 -0.4
C 2.4 1.6 2.5
H -0.1 -0.8 0.2
O 0.2 0.5 0.2
H 0.3 0.4 -0.2
H -0.6 -0.7 0.1
H -0.4 -2.2 0.0
O 0.5 1.1 -0.6
H -0.9 1.2 -0.1
H -0.4 -0.9 -0.4

Properties
- Total charge: +1
- HOMO energy (spin up / spin down): -11.3006 / -14.5023 eV
- Multiplicity: 3
- Relative energy (zero: lowest compared OMol25 entry of this formula, charge and spin): 3.121 eV

---

Entry from the OMol25 dataset: a cluster of 2 separate species, C7H21N2O in total (the ωB97M-V functional and the def2-TZVPD basis).

Each line ends with the Löwdin charge.
Element x y z (Å)
1 H 0.755 0.263 2.452  0.102
2 H 3.435 2.304 -0.073  0.060
3 H -2.911 -1.012 -2.066  0.200
4 H 3.603 1.053 1.670  0.059
5 H -5.194 -1.949 -0.489  0.116
6 H -4.853 -2.639 -2.109  0.116
7 H 0.343 -0.135 -1.177  0.105
8 H -5.221 -0.893 -1.937  0.114
9 H 1.875 -0.676 -0.526  0.109
10 C 1.274 2.069 -0.320  -0.252
11 H 2.985 1.162 -1.340  0.069
12 H 0.584 2.118 -1.170  0.103
13 H -2.841 0.140 -0.321  0.148
14 C 2.708 2.100 -0.857  -0.078
15 H 3.044 0.123 3.052  0.077
16 H 0.033 -2.307 -0.124  0.069
17 H 0.724 -1.776 1.397  0.074
18 H 3.005 -0.589 1.446  0.067
19 C 1.423 0.871 1.839  -0.240
20 H -2.791 -2.360 -1.122  0.196
21 H 2.802 2.891 -1.602  0.075
22 H 1.359 1.881 2.248  0.117
23 C -4.767 -1.762 -1.469  0.051
24 C 0.166 -1.437 0.526  -0.097
25 C 2.852 0.339 2.000  -0.074
26 O -3.097 -0.763 -0.076  0.050
27 H 1.091 2.968 0.272  0.113
28 C 0.874 -0.325 -0.235  -0.285
29 N -3.315 -1.490 -1.255  -0.011
30 N 0.868 0.928 0.490  -0.209
31 H -0.812 -1.098 0.874  0.054

Atomic forces in eV per Å
H 0.0 0.0 0.0
H 0.0 0.0 0.0
H 0.1 0.0 0.0
H 0.0 0.0 0.0
H 0.0 0.0 0.0
H 0.0 0.1 0.0
H 0.0 0.0 0.0
H 0.0 0.0 0.1
H 0.0 0.0 0.0
C 0.0 0.1 0.0
H 0.0 0.0 0.0
H 0.0 0.0 0.0
H 0.1 0.1 0.0
C 0.0 0.0 0.0
H 0.0 0.0 0.0
H 0.0 0.0 0.0
H 0.1 0.0 0.0
H 0.0 0.0 0.0
C 0.1 0.0 0.1
H 0.0 0.0 0.0
H 0.0 0.0 0.0
H 0.0 0.0 0.0
C -0.1 0.0 0.0
C -0.1 -0.1 -0.1
C 0.0 0.0 0.0
O -0.1 0.0 -0.1
H 0.0 0.0 0.0
C 0.0 0.0 0.0
N 0.1 0.0 0.0
N -0.1 0.0 0.0
H 0.1 0.0 0.0

Properties
- Total charge: +1
- HOMO energy: -10.7551 eV

---

Entry from the OMol25 dataset: a structure of composition C24H24CsFIN8P in a non-equilibrium geometry (the ωB97M-V functional and the def2-TZVPD basis).

Each line ends with the Löwdin charge.
Element x y z (Å)
1 H 5.106 -1.783 -0.333  0.069
2 H 6.527 2.197 -0.859  0.112
3 C 3.622 -0.282 -0.146  -0.606
4 H -2.442 1.107 0.551  0.099
5 C 1.937 3.124 -0.083  -0.094
6 C 5.730 1.487 -0.679  -0.041
7 C -2.540 1.817 2.548  -0.080
8 F -4.106 -1.386 -0.579  -0.920
9 C 2.029 1.752 -0.087  -0.310
10 P 0.414 0.870 -0.114  0.956
11 N -4.468 -4.518 0.905  0.131
12 C -0.461 1.545 1.336  -0.391
13 H -2.436 4.191 -2.585  0.106
14 H -5.280 -3.588 -1.972  0.084
15 C -1.250 2.790 -1.481  -0.092
16 H -0.241 1.355 -4.918  0.105
17 N 0.124 -4.594 -0.484  -0.134
18 I 2.371 -1.883 0.451  0.965
19 C -1.757 3.351 -2.644  -0.072
20 C 3.048 3.966 -0.232  -0.058
21 N -4.513 -4.308 -0.383  -0.312
22 H -5.212 -2.557 -0.743  0.027
23 H 2.924 5.040 -0.218  0.108
24 N -2.815 -5.519 -0.183  -0.013
25 N -1.101 -1.088 3.228  0.120
26 N 0.640 -4.447 0.848  -0.142
27 Cs -1.795 -1.908 -0.621  0.920
28 H -3.620 1.753 2.566  0.115
29 C 4.898 -0.723 -0.390  -0.195
30 H 5.147 4.006 -0.597  0.114
31 H 1.310 2.014 2.459  0.107
32 C -3.385 -5.284 1.003  -0.233
33 H 0.950 -5.338 1.224  0.069
34 C -1.841 2.227 3.679  -0.103
35 C -1.394 2.841 -3.882  -0.081
36 H 0.908 -4.722 -1.109  0.053
37 N -5.502 -3.538 -0.980  0.104
38 H -3.016 -5.668 1.938  0.099
39 H -0.517 -5.379 -0.562  0.029
40 C -0.379 1.705 -1.542  -0.384
41 C 5.961 0.149 -0.680  -0.077
42 H -2.374 2.501 4.580  0.106
43 C -0.454 2.288 3.640  -0.094
44 H -0.112 -4.098 1.432  -0.017
45 C -1.858 1.464 1.394  -0.127
46 H 0.640 0.341 -2.854  0.105
47 N -3.554 -4.874 -1.066  0.028
48 H 6.948 -0.253 -0.868  0.107
49 H 0.958 3.579 0.012  0.105
50 H -1.535 3.207 -0.523  0.100
51 C 0.229 1.956 2.476  -0.094
52 C -0.032 1.191 -2.792  -0.108
53 H 0.101 2.603 4.514  0.107
54 H -1.790 3.284 -4.787  0.104
55 C -1.071 -2.052 2.586  -0.080
56 C 3.315 1.120 -0.215  -0.179
57 C 4.428 1.991 -0.442  -0.161
58 H -1.153 -0.179 3.656  0.054
59 C 4.266 3.396 -0.436  -0.031
60 C -0.527 1.761 -3.956  -0.078

Atomic forces in eV per Å
H 0.0 0.0 0.0
H 0.0 0.0 0.0
C 0.1 -0.1 0.0
H 0.1 0.0 -0.1
C 0.0 0.0 0.0
C 0.0 0.0 0.0
C 0.0 0.0 0.0
F -1.5 0.4 0.1
C 0.0 0.1 0.1
P -0.1 -0.2 -0.2
N 0.0 -0.1 0.0
C 0.0 0.0 0.0
H 0.0 0.0 0.0
H -0.1 -0.3 0.0
C 0.0 0.0 0.0
H 0.0 0.0 0.0
N 0.0 0.1 0.1
I -0.1 0.1 0.0
C 0.0 0.0 0.0
C 0.0 0.0 0.0
N 0.0 0.0 -0.2
H 0.0 0.1 0.2
H 0.0 0.0 0.0
N 0.0 -0.1 0.0
N 0.0 0.0 -0.1
N 0.0 -0.1 -0.2
Cs 1.5 -0.4 -0.2
H 0.0 0.0 0.0
C 0.0 0.0 0.0
H 0.0 0.0 0.0
H 0.0 0.0 0.0
C 0.0 0.1 -0.1
H -0.1 0.0 0.1
C 0.0 0.0 0.0
C 0.0 0.0 0.0
H 0.0 0.0 0.0
N 0.1 0.2 0.0
H 0.0 0.0 0.0
H 0.0 0.0 0.0
C 0.1 0.1 0.1
C 0.0 0.0 0.0
H 0.0 0.0 0.0
C 0.0 0.0 0.0
H 0.1 0.1 0.0
C 0.0 0.0 0.1
H 0.0 0.0 0.0
N 0.1 0.0 0.1
H 0.0 0.0 0.0
H 0.0 0.0 0.0
H 0.0 0.0 0.0
C 0.0 0.0 0.0
C 0.0 0.0 0.0
H 0.0 0.0 0.0
H 0.0 0.0 0.0
C 0.0 -0.1 0.2
C 0.0 0.0 0.0
C 0.0 0.0 0.0
H 0.0 0.0 0.0
C 0.0 0.0 0.0
C 0.0 0.0 0.0

Properties
- Total charge: 0
- HOMO energy: -8.0464 eV
- Relative energy (zero: lowest compared OMol25 entry of this formula, charge and spin): 0.000 eV

---

Entry from the OMol25 dataset: the molecule H4NO2PS in a non-equilibrium geometry (the ωB97M-V functional and the def2-TZVPD basis).

Each line ends with the Löwdin charge.
Element x y z (Å)
1 H 0.512 1.365 -0.925  0.060
2 H 1.603 -0.942 1.296  0.084
3 O -0.738 -0.114 1.453  -0.316
4 O 1.669 -0.717 0.351  -0.211
5 S -0.689 -2.577 -0.566  0.225
6 P 0.183 -0.854 -0.175  0.233
7 H -0.694 0.680 -1.690  0.073
8 N 0.195 0.454 -1.220  -0.112
9 H -1.113 0.677 1.089  -0.035

Atomic forces in eV per Å
H 0.8 -0.3 0.7
H 0.5 0.0 0.0
O 2.4 -2.2 -2.9
O -0.2 -0.5 0.6
S 1.2 2.0 0.1
P -3.1 1.1 2.4
H 0.5 -0.9 0.1
N -1.7 -0.2 -0.7
H -0.4 0.8 -0.2

Properties
- Total charge: 0
- HOMO energy: -9.4366 eV
- SMILES: NP(O)(O)=S
- Relative energy (zero: lowest compared OMol25 entry of this formula, charge and spin): 1.187 eV